{
  "formula": "C18H27N3O",
  "method": "wB97M-V/def2-TZVPD",
  "symbols": ["C", "C", "C", "N", "C", "C", "N", "C", "C", "C", "N", "C", "C", "C", "C", "C", "C", "C", "C", "C", "C", "O", "H", "H", "H", "H", "H", "H", "H", "H", "H", "H", "H", "H", "H", "H", "H", "H", "H", "H", "H", "H", "H", "H", "H", "H", "H", "H", "H"],
  "xyz": [[-2.291808, 3.393125, -3.360345], [-0.820476, 3.300575, -2.936850], [0.038923, 3.571120, -4.171821], [-0.582257, 1.982290, -2.347452], [-1.130756, 1.869234, -1.006938], [-1.091372, 0.421724, -0.528730], [0.263569, -0.088789, -0.584471], [0.361569, -1.431678, -0.037713], [0.147711, -1.427585, 1.441895], [0.604920, -0.498335, 2.329922], [0.215056, -0.825473, 3.601254], [-0.503000, -1.984621, 3.559598], [-1.101769, -2.712515, 4.579918], [-1.773196, -3.864486, 4.232753], [-1.849843, -4.286072, 2.902168], [-1.257510, -3.569937, 1.887184], [-0.570517, -2.398406, 2.206306], [0.720709, -0.010510, -1.957215], [0.775551, 1.457414, -2.390710], [1.791568, 2.233644, -1.524620], [3.247680, 1.979302, -1.912957], [3.705684, 0.685605, -1.599407], [-2.469689, 4.327942, -3.885949], [-2.527564, 2.564959, -4.022938], [-2.964493, 3.355817, -2.508905], [-0.619731, 4.099599, -2.195846], [1.095340, 3.643271, -3.929346], [-0.266525, 4.516821, -4.614154], [-0.106074, 2.785875, -4.909307], [-0.591112, 2.508606, -0.287438], [-2.172054, 2.192782, -1.019687], [-1.765516, -0.181316, -1.164401], [-1.448708, 0.367613, 0.502421], [1.367419, -1.806838, -0.261331], [-0.362217, -2.119366, -0.509966], [1.176041, 0.389540, 2.140998], [0.425052, -0.297043, 4.430411], [-1.040848, -2.385077, 5.607770], [-2.250256, -4.455644, 5.000481], [-2.386223, -5.195430, 2.673451], [-1.321555, -3.907352, 0.863320], [0.044305, -0.554793, -2.639915], [1.717819, -0.445704, -2.035192], [1.108962, 1.473743, -3.431014], [1.648451, 1.944963, -0.481022], [1.599393, 3.304303, -1.616071], [3.885591, 2.727441, -1.414705], [3.384219, 2.082634, -2.992893], [3.484639, 0.504081, -0.678235]],
  "forces_ev_per_angstrom": [[0.232, 0.105, 0.212], [-0.175, 0.114, -0.200], [-0.069, -0.028, 0.347], [-0.076, 0.028, -0.051], [-0.164, -0.230, 0.076], [-0.173, 0.304, 0.141], [-0.006, -0.144, -0.061], [0.127, 0.071, 0.073], [0.123, 0.128, 0.028], [0.036, -0.033, -0.391], [0.106, 0.202, 0.319], [-0.220, -0.423, -0.261], [-0.033, -0.017, 0.115], [0.015, 0.064, 0.164], [-0.088, -0.164, -0.157], [-0.024, -0.017, 0.019], [0.058, 0.151, 0.428], [0.161, 0.042, -0.236], [0.291, -0.171, 0.116], [0.120, -0.206, -0.426], [-0.146, 0.622, 0.123], [0.142, -0.516, 0.205], [-0.071, 0.122, -0.028], [-0.020, -0.099, -0.096], [-0.121, -0.006, 0.047], [0.011, -0.082, -0.079], [0.148, -0.015, -0.047], [-0.004, 0.050, -0.032], [0.012, -0.109, -0.131], [-0.055, -0.006, -0.010], [0.052, 0.020, 0.045], [0.034, -0.001, 0.035], [-0.034, 0.006, -0.070], [-0.130, -0.035, -0.092], [0.061, 0.010, -0.027], [0.084, 0.179, -0.045], [-0.029, -0.062, -0.112], [-0.013, 0.003, 0.105], [-0.028, -0.031, 0.071], [-0.036, -0.065, -0.034], [-0.014, -0.053, -0.094], [0.016, 0.024, 0.031], [-0.085, 0.003, 0.007], [0.019, -0.005, 0.047], [0.026, 0.158, 0.052], [-0.007, 0.087, 0.065], [-0.088, -0.056, -0.168], [-0.008, 0.074, 0.038], [0.045, 0.006, -0.061]],
  "e_tot_ha": -941.5909,
  "homo_ev": -7.8540,
  "smiles": "CC(C)N1CCN(Cc2c[nH]c3ccccc23)C[C@@H]1CCO",
  "e_above_lowest_kj_mol": 190.5
}